Record 1
101
Properties=species:S:1:pos:R:3:forces:R:3 method="wB97M-V/def2-TZVPD" homo_ha=-0.5772 total_charge=+3 energy_ha=-7433.312363 orbital_gap_ev=7.08
Bi -1.473 -0.164 0.271 0.1702 -0.3381 -0.2570
C 1.883 2.658 2.040 0.0044 0.0121 -0.0047
C 0.889 1.872 1.257 -0.0431 0.0255 0.0639
N -0.084 1.225 1.750 0.0526 0.0415 0.0473
C -0.520 1.305 3.134 0.0044 -0.0093 0.0091
C -1.968 0.794 3.187 -0.0329 -0.0130 -0.0376
N -2.677 1.177 1.943 -0.0846 0.0900 0.0812
C -4.145 1.013 1.976 0.0360 -0.0017 -0.0067
C -4.590 -0.408 1.660 -0.0075 0.0063 0.0107
N -3.982 -0.938 0.422 0.0301 0.0384 -0.0156
C -4.637 -0.587 -0.850 -0.0215 0.0308 0.0226
C -4.199 0.764 -1.406 -0.0277 0.0283 0.0077
N -2.750 0.929 -1.382 0.0257 -0.0207 -0.0596
C -2.093 1.493 -2.319 -0.0608 0.0297 0.0323
C -2.672 1.971 -3.607 0.0012 0.0239 0.0128
C -0.653 1.807 -2.021 0.0541 0.0285 0.0189
C 0.200 2.514 -2.855 -0.0207 -0.0101 0.0027
C 1.433 2.910 -2.352 0.0108 0.0171 -0.0135
C 1.757 2.674 -1.022 0.0016 -0.0016 0.0137
C 0.850 1.975 -0.241 -0.0276 0.0323 -0.0651
N -0.275 1.512 -0.785 0.0388 0.0339 0.0125
H 2.042 2.219 3.023 -0.0083 0.0060 0.0038
H 1.509 3.678 2.178 0.0116 0.0026 -0.0136
H 2.842 2.725 1.531 0.0049 -0.0128 0.0088
H -0.482 2.346 3.465 0.0104 -0.0035 0.0071
H 0.116 0.720 3.801 -0.0075 0.0008 0.0046
H -2.474 1.199 4.064 0.0009 -0.0144 0.0152
H -1.992 -0.297 3.283 0.0117 0.0013 -0.0062
H -2.491 2.165 1.732 0.0036 0.0002 0.0339
H -4.551 1.722 1.256 -0.0024 0.0106 0.0018
H -4.541 1.297 2.954 -0.0095 -0.0179 0.0028
H -5.682 -0.429 1.607 0.0038 -0.0151 -0.0015
H -4.302 -1.078 2.472 0.0076 0.0017 -0.0003
H -3.970 -1.950 0.493 -0.0540 0.0005 -0.0050
H -5.726 -0.577 -0.747 -0.0001 -0.0170 -0.0102
H -4.384 -1.366 -1.570 0.0184 0.0083 -0.0042
H -4.608 1.589 -0.819 0.0069 0.0082 -0.0045
H -4.605 0.867 -2.411 -0.0108 -0.0108 -0.0003
H -3.074 2.979 -3.467 0.0058 -0.0026 0.0073
H -3.480 1.332 -3.951 -0.0040 0.0028 -0.0005
H -1.921 2.015 -4.390 -0.0012 -0.0058 -0.0069
H -0.084 2.782 -3.861 0.0004 -0.0038 -0.0027
H 2.124 3.451 -2.986 -0.0019 -0.0051 -0.0028
H 2.681 3.050 -0.610 -0.0068 -0.0001 0.0070
C 0.160 -3.899 -1.837 -0.0203 0.0209 0.0269
As -0.516 -2.425 -2.875 0.0867 -0.2107 -0.1025
C 0.825 -1.868 -4.123 -0.0109 0.0117 0.0236
C -2.009 -3.053 -3.897 0.0066 0.0028 0.0216
O -1.000 -1.152 -1.889 -0.1621 0.0523 0.1168
H 1.092 -4.261 -2.269 -0.0094 0.0023 -0.0231
H -0.566 -4.709 -1.828 -0.0136 0.0029 0.0001
H 0.335 -3.550 -0.820 -0.0033 -0.0203 -0.0504
H 1.055 -2.708 -4.780 -0.0155 -0.0016 0.0044
H 1.735 -1.563 -3.608 -0.0005 -0.0135 0.0156
H 0.435 -1.047 -4.721 -0.0089 0.0113 0.0054
H -1.721 -3.954 -4.438 0.0059 0.0081 -0.0055
H -2.311 -2.288 -4.610 -0.0004 0.0116 0.0093
H -2.836 -3.285 -3.229 0.0079 -0.0115 0.0088
C -3.287 6.618 1.916 -0.0014 0.0044 -0.0199
As -2.671 5.974 0.216 -0.0640 0.0152 0.1027
C -3.951 6.547 -1.095 0.0091 0.0019 0.0134
C -1.027 6.891 -0.172 -0.0241 -0.0015 -0.0002
S -2.414 3.869 0.186 0.0903 0.0937 -0.1563
H -3.348 7.706 1.891 -0.0028 -0.0028 -0.0023
H -2.592 6.305 2.692 0.0129 0.0021 -0.0044
H -4.271 6.200 2.116 -0.0020 -0.0047 -0.0005
H -4.018 7.634 -1.082 -0.0050 -0.0014 -0.0003
H -4.920 6.115 -0.854 -0.0002 -0.0042 0.0051
H -3.633 6.208 -2.078 0.0126 0.0059 -0.0013
H -1.207 7.965 -0.193 -0.0019 -0.0015 0.0022
H -0.659 6.561 -1.141 -0.0016 -0.0022 -0.0048
H -0.298 6.656 0.600 -0.0012 -0.0066 0.0064
C 7.509 -6.546 2.309 -0.0025 -0.0069 0.0127
C 6.835 -5.312 1.720 -0.0242 0.0109 -0.0049
S 5.469 -4.833 2.750 -0.0130 0.0521 -0.0048
O 5.967 -4.290 3.980 0.0235 0.0107 0.0087
O 4.489 -5.891 2.759 -0.0238 -0.0035 0.0015
C 4.679 -3.456 1.876 0.0091 -0.0447 0.0026
C 3.478 -3.955 1.089 0.0197 -0.0138 0.0115
N 2.713 -2.837 0.505 -0.0261 0.0072 -0.0105
C 1.604 -2.297 1.057 0.0675 0.0820 0.0659
N 1.136 -1.287 0.327 -0.0494 -0.0353 0.0700
C 1.972 -1.168 -0.741 0.0469 -0.0194 -0.0097
C 2.946 -2.113 -0.641 -0.0322 0.0791 0.0556
N 4.025 -2.334 -1.563 -0.0849 -0.0910 -0.1370
O 3.972 -1.689 -2.594 0.0233 0.0283 0.0354
O 4.877 -3.142 -1.270 0.0533 0.0194 0.0412
C 1.000 -2.779 2.329 -0.0064 -0.0050 0.0088
H 8.329 -6.847 1.659 0.0047 0.0024 0.0008
H 6.807 -7.374 2.387 0.0064 0.0003 -0.0057
H 7.914 -6.331 3.296 -0.0042 -0.0034 0.0001
H 6.431 -5.499 0.723 -0.0095 -0.0071 0.0078
H 7.506 -4.453 1.686 -0.0058 0.0020 -0.0051
H 5.409 -2.955 1.242 0.0347 -0.0311 0.0163
H 4.383 -2.778 2.679 -0.0157 0.0161 -0.0207
H 2.798 -4.489 1.747 0.0259 -0.0395 0.0011
H 3.769 -4.638 0.297 0.0021 0.0510 -0.0336
H 1.846 -0.432 -1.516 0.0058 0.0024 -0.0044
H 0.612 -3.795 2.237 0.0044 0.0012 0.0001
H 0.179 -2.118 2.605 0.0038 -0.0022 -0.0015
H 1.724 -2.779 3.144 0.0005 -0.0050 -0.0026

Record 2
48
Properties=species:S:1:pos:R:3:forces:R:3 method="wB97M-V/def2-TZVPD" homo_ha=-0.4931 total_charge=+1 energy_ha=-1016.663019 orbital_gap_ev=11.01
C -1.375 1.139 0.564 -0.6269 -0.5937 -0.1543
C -0.981 -0.307 0.870 -0.4923 -0.5065 -0.3263
C 0.110 -0.401 1.939 0.0388 -1.0541 0.5369
C 1.308 -1.243 1.480 -0.5335 0.0282 0.7682
C 2.633 -1.325 -0.540 -0.8207 1.4880 -1.1467
N 1.921 -0.641 0.287 1.0186 -0.4081 0.0937
H -2.056 1.166 -0.290 0.2055 0.1299 -0.1260
H -1.954 1.557 1.389 0.3249 0.1001 0.1658
H -0.493 1.739 0.352 0.0328 0.2430 -0.0659
H -1.875 -0.872 1.214 0.6708 0.4855 -0.4154
H -0.665 -0.841 -0.067 -0.1510 0.5560 0.7433
H 0.459 0.578 2.249 0.1148 0.3408 -0.0506
H -0.304 -0.851 2.872 0.4266 0.2625 -0.6806
H 2.043 -1.330 2.274 0.2900 0.3618 0.0670
H 1.017 -2.279 1.278 -0.0580 0.3509 -0.4203
H 3.096 -0.876 -1.424 -0.2063 0.2225 0.6135
H 2.862 -2.344 -0.396 0.0844 -0.9371 0.6299
H 1.764 0.352 0.107 0.1698 -0.3378 0.0601
H -0.121 3.734 1.803 -0.3531 -0.2310 0.0297
H 0.820 4.907 2.108 0.0175 -0.9662 -0.7930
O 0.712 4.113 1.527 0.2811 1.1258 0.8384
H -3.290 -3.630 0.673 -0.2497 -0.4214 0.1625
H -2.851 -2.424 -0.134 -0.0281 0.3399 -0.3567
O -2.630 -2.941 0.662 0.1150 -0.0360 0.3296
H 1.810 4.394 -1.407 -0.0690 0.3033 0.2293
H 1.463 3.758 0.005 -0.0926 0.4705 0.0581
O 1.842 3.593 -0.880 -0.0253 -0.4263 -0.2352
H -2.263 -1.047 -1.918 -0.2379 0.0132 -0.0256
H -3.794 -0.915 -1.728 -0.5776 0.4562 -0.1290
O -3.064 -1.499 -1.580 0.6018 -0.4699 0.1589
H -0.131 -4.588 -0.218 -0.1631 -0.8489 -0.1219
H -0.975 -3.433 0.383 -0.7145 -0.0215 0.0307
O -0.108 -3.672 0.021 0.8198 0.4545 0.0784
H 0.572 -2.780 -1.210 0.2014 0.9484 -0.7826
H 0.343 -1.504 -2.171 -0.1286 -0.0188 0.0711
O 1.017 -2.114 -1.826 0.1758 -1.2027 0.3929
H 4.918 2.485 -0.852 0.2997 0.2561 0.0207
H 3.383 2.724 -0.879 -0.0595 0.3877 0.0029
O 4.070 2.052 -0.863 -0.1164 -0.9421 0.0035
H -3.236 -0.323 4.264 0.0584 0.1018 0.0928
H -2.719 -0.853 2.945 -0.0038 -0.0001 0.0407
O -2.524 -0.200 3.628 -0.1835 -0.1281 -0.0451
H -0.932 -0.406 -3.622 -0.0170 0.0821 -0.1539
H -0.483 0.566 -2.463 -0.3526 -0.5920 -0.4300
O -0.867 -0.341 -2.666 0.3634 0.7516 0.2915
H 0.778 2.585 -1.861 -0.1866 -0.1149 -0.2577
H 0.550 2.393 -3.377 0.1492 0.0862 -0.3993
O 0.200 2.143 -2.525 -0.0127 -0.0893 0.6061